1.
{"formula": "C10H18N2", "method": "the ωB97M-V functional and the def2-TZVPD basis", "e_homo_ev": [-6.603, -6.600], "total_energy_ev": -13635.4550, "elements": ["C", "C", "C", "C", "C", "C", "C", "C", "C", "C", "N", "N", "H", "H", "H", "H", "H", "H", "H", "H", "H", "H", "H", "H", "H", "H", "H", "H", "H", "H"], "xyz": [[2.6479, 1.2517, 0.3426], [1.4236, 0.7305, 0.0491], [3.5436, 0.0934, 0.1940], [0.2220, -1.2460, -0.7563], [-1.1191, 0.8146, -0.0702], [-1.0015, -0.6657, 0.1180], [-1.2112, 1.3362, -1.5343], [-1.5618, 1.7953, 0.8740], [-0.7498, -0.9281, 1.5763], [-2.2287, -1.4007, -0.3748], [2.7045, -1.0682, -0.2741], [1.4901, -0.4416, -0.6766], [2.9437, 1.9569, 1.1257], [4.3295, 0.3677, -0.5787], [4.0559, -0.3059, 1.1254], [0.4405, -2.2327, -0.4164], [-0.1327, -1.4875, -1.8224], [-0.2426, 1.4138, -1.9557], [-1.8071, 2.2780, -1.3599], [-1.8895, 0.6630, -2.0241], [-0.9271, 2.7033, 0.8412], [-1.6632, 1.3182, 1.8877], [-2.5141, 2.2028, 0.5950], [0.1309, -0.3171, 1.8072], [-0.7414, -1.9754, 1.8285], [-1.5920, -0.6196, 2.2592], [-2.0811, -2.5047, -0.7430], [-2.6034, -0.9296, -1.3622], [-3.0047, -1.4111, 0.4619], [3.1389, -1.3912, -1.1373]]}


2.
{"formula": "C4H12", "method": "the ωB97M-V functional and the def2-TZVPD basis", "e_homo_ev": -11.067, "total_energy_ev": -4341.0663, "elements": ["C", "C", "H", "H", "H", "H", "H", "H", "C", "C", "H", "H", "H", "H", "H", "H"], "xyz": [[-2.1519, -0.4184, -1.3037], [-0.9227, 0.0732, -2.1326], [-2.1243, 0.0821, -0.3297], [-3.2148, -0.0657, -1.6825], [-2.2234, -1.5719, -1.3743], [-0.8436, -0.5338, -3.0614], [-0.0981, 0.1537, -1.4803], [-0.9992, 1.1290, -2.3818], [1.3833, -0.5104, 2.0319], [1.8139, 0.7513, 1.2782], [0.4135, -0.9221, 1.6027], [2.1415, -1.1863, 2.3471], [1.1349, -0.2854, 3.2056], [2.7017, 0.6704, 0.7745], [1.7902, 1.5807, 2.0461], [1.1990, 1.0534, 0.4601]]}